A 2-piece molecular cluster, C3H10NO overall at a distorted geometry, computed with the ωB97M-V functional and the def2-TZVPD basis.

Results
Energy in Ha: -250.24741
Max |F| in Eh/bohr: 0.046
HOMO in Ha: -0.0945
Molar mass in g mol⁻¹: 76.1
HOMO-LUMO gap in hartree: 0.2551

The geometry in ORCA input format:
```
! wB97M-V def2-TZVPD RIJCOSX def2/J DEFGRID3
* xyz -1 1
O -1.61794 -1.05627 0.37542
N -0.18444 0.94002 -0.92462
C -0.16038 1.88590 0.20900
C -0.73927 -1.99158 0.81374
C 1.13464 0.28403 -1.15108
H 1.58791 0.13885 -0.16310
H -1.02133 -2.38330 1.83242
H 0.33259 -1.72772 1.01307
H -1.17636 1.89830 0.60544
H 0.89906 -0.65130 -1.63857
H -0.73912 0.16330 -0.42448
H 0.20074 2.87873 -0.07527
H 1.79196 0.99169 -1.66047
H 0.41890 1.50126 1.05954
H -0.72696 -2.87190 0.12897
*
```

Atom charges from the Mulliken analysis, given in e for atoms 1 to 6: -0.86, -0.56, -0.87, -0.59, -0.89, 0.27



A 2-piece molecular cluster, C3H10NO overall at a distorted geometry, computed with the ωB97M-V functional and the def2-TZVPD basis.

Results
Energy in Ha: -250.24786
Max |F| in Eh/bohr: 0.027
HOMO in Ha: -0.0914
Molar mass in g mol⁻¹: 76.1
HOMO-LUMO gap in hartree: 0.2485

The geometry in ORCA input format:
```
! wB97M-V def2-TZVPD RIJCOSX def2/J DEFGRID3
* xyz -1 1
O 1.85768 0.13813 0.56695
N -0.75218 0.72530 0.41528
C -0.66576 1.23628 -0.93108
C -1.88803 -0.11724 0.70403
C 2.30450 -1.04029 0.06571
H -2.85988 0.08867 0.25227
H 2.83720 -0.92515 -0.92931
H 1.48284 -1.78701 -0.04025
H 0.35722 1.60018 -1.03091
H -1.71381 -1.18362 0.44816
H 0.15307 0.28778 0.73653
H -2.01284 -0.13351 1.79227
H 3.09172 -1.56911 0.65628
H -1.28043 2.15195 -0.97318
H -0.91128 0.52764 -1.73277
*
```

Atom charges from the Mulliken analysis, given in e for atoms 1 to 6: -0.89, -0.34, -0.91, -0.91, -0.53, 0.33



A 2-piece molecular cluster, C3H10NO overall at a distorted geometry, computed with the ωB97M-V functional and the def2-TZVPD basis.

Results
Energy in Ha: -250.20383
Max |F| in Eh/bohr: 0.031
HOMO (alpha / beta) in Ha: -0.2032 / -0.3726
Molar mass in g mol⁻¹: 76.1
HOMO-LUMO gap (alpha / beta) in hartree: 0.2319 / 0.4010

The geometry in ORCA input format:
```
! wB97M-V def2-TZVPD RIJCOSX def2/J DEFGRID3
* xyz 0 2
O 0.72608 -0.30491 -0.96682
N -1.42372 0.90569 0.11013
C 1.17106 -1.18096 1.31120
C 0.81103 -1.50389 -0.12274
C -1.33125 2.21788 -0.27493
H 0.90985 -2.08480 1.86280
H 0.95977 -0.67277 -1.82485
H 2.24659 -1.04170 1.43811
H 0.68806 -0.27180 1.65853
H -2.13661 2.84680 0.06369
H -2.30683 0.50666 0.37124
H -0.19864 -1.92594 -0.11235
H 1.49179 -2.17551 -0.64075
H -0.54494 2.60036 -0.89467
H -0.71305 0.25687 -0.22267
*
```

Atom charges from the Mulliken analysis, given in e for atoms 1 to 6: -0.58, -0.33, -0.97, -0.40, -0.74, 0.31



C3H10NO in the gas phase at a distorted geometry, computed with the ωB97M-V functional and the def2-TZVPD basis.

Results
Energy in Ha: -250.15972
Max |F| in Eh/bohr: 0.036
HOMO (alpha / beta) in Ha: -0.1204 / -0.4120
Molar mass in g mol⁻¹: 76.1
HOMO-LUMO gap (alpha / beta) in hartree: 0.1459 / 0.4283

The geometry in ORCA input format:
```
! wB97M-V def2-TZVPD RIJCOSX def2/J DEFGRID3
* xyz 0 2
O 1.23149 -1.49860 -0.91389
N -0.13902 -0.71308 1.22844
C -0.50570 -0.05617 -0.10224
C 0.72896 -0.12728 -0.98138
C -0.88657 1.39156 0.20539
H 1.57619 0.40467 -0.54769
H 1.64482 -1.70957 -1.77754
H -1.74016 1.54096 0.86067
H -1.31751 -0.59657 -0.57481
H -0.04330 1.88390 0.69562
H 0.58837 0.31996 -1.96977
H 0.27127 -1.61847 0.94009
H -1.13544 1.89006 -0.73949
H -0.90616 -0.88990 1.94048
H 0.63276 -0.22147 1.73611
*
```

Atom charges from the Mulliken analysis, given in e for atoms 1 to 6: -0.17, -2.40, -0.37, -0.65, -1.31, 0.26



A 2-piece molecular cluster, C3H10NO overall at a distorted geometry, computed with the ωB97M-V functional and the def2-TZVPD basis.

Results
Energy in Ha: -249.97271
Max |F| in Eh/bohr: 0.080
HOMO in Ha: -0.5593
Molar mass in g mol⁻¹: 76.1
HOMO-LUMO gap in hartree: 0.4340

The geometry in ORCA input format:
```
! wB97M-V def2-TZVPD RIJCOSX def2/J DEFGRID3
* xyz 1 1
O 1.37166 0.96839 1.09025
N -0.82244 -0.50656 0.49267
C 2.29208 0.01122 0.42368
C -1.81379 0.14439 -1.68655
C -1.57342 -0.73885 -0.73177
H 3.28860 -0.06050 1.04180
H -1.54750 1.19776 -1.64271
H -1.90939 -1.76303 -0.80006
H 1.44368 1.92552 1.02972
H -2.62811 0.03000 -2.40416
H -0.08173 0.27783 0.39685
H -1.27928 -0.53487 1.41057
H 2.56651 0.13194 -0.62139
H -0.23934 -1.34336 0.61696
H 1.89795 -0.97048 0.77572
*
```

Atom charges from the Mulliken analysis, given in e for atoms 1 to 6: -0.59, -0.30, -0.58, -0.73, 0.05, 0.29



A 2-piece molecular cluster, C3H10NO overall, computed with the ωB97M-V functional and the def2-TZVPD basis.

Results
Energy in Ha: -250.01533
Max |F| in Eh/bohr: 0.017
HOMO in Ha: -0.5608
Molar mass in g mol⁻¹: 76.1
HOMO-LUMO gap in hartree: 0.4422

The geometry in ORCA input format:
```
! wB97M-V def2-TZVPD RIJCOSX def2/J DEFGRID3
* xyz 1 1
O 0.66845 -1.30991 -0.89446
N 0.51271 0.97973 0.40953
C -1.55976 2.25630 0.21088
C -0.92587 1.21602 0.70796
C 0.88126 -2.61377 -0.28437
H -0.03987 -3.18298 -0.20176
H 1.28949 -2.42658 0.70580
H 0.86187 1.70962 -0.20988
H 1.01978 0.95126 1.29237
H 0.14337 -1.47577 -1.68163
H -1.12953 2.97478 -0.46852
H 0.62834 0.01789 -0.06454
H -1.30435 0.44029 1.35490
H 1.59679 -3.17926 -0.86887
H -2.59866 2.34895 0.49772
*
```

Atom charges from the Mulliken analysis, given in e for atoms 1 to 6: -0.58, -0.24, -0.71, 0.06, -0.56, 0.28



A 2-piece molecular cluster, C3H10NO overall at a distorted geometry, computed with the ωB97M-V functional and the def2-TZVPD basis.

Results
Energy in Ha: -249.93698
Max |F| in Eh/bohr: 0.176
HOMO in Ha: -0.5486
Molar mass in g mol⁻¹: 76.1
HOMO-LUMO gap in hartree: 0.3819

The geometry in ORCA input format:
```
! wB97M-V def2-TZVPD RIJCOSX def2/J DEFGRID3
* xyz 1 1
O -1.07541 0.37305 -0.13814
N 1.35788 -0.02133 0.66241
C -2.43703 0.00508 -0.26022
C 2.06740 0.46721 -0.41469
C 0.73781 -1.04402 0.66022
H 1.67266 1.28911 -0.96534
H -2.71093 0.49705 -1.12540
H 1.01441 0.69079 1.31626
H 0.38156 -1.49221 1.59975
H 2.07486 -0.23416 -1.22761
H -1.25704 1.21804 -0.13746
H 3.08431 0.74548 -0.02704
H -2.74645 -1.03797 -0.40192
H 0.84370 -1.85580 -0.14473
H -3.00773 0.39968 0.60391
*
```

Atom charges from the Mulliken analysis, given in e for atoms 1 to 6: -0.41, 0.07, -0.68, -0.79, -0.10, 0.31



A 2-piece molecular cluster, C3H10NO overall at a distorted geometry, computed with the ωB97M-V functional and the def2-TZVPD basis.

Results
Energy in Ha: -249.97923
Max |F| in Eh/bohr: 0.112
HOMO in Ha: -0.5430
Molar mass in g mol⁻¹: 76.1
HOMO-LUMO gap in hartree: 0.3953

The geometry in ORCA input format:
```
! wB97M-V def2-TZVPD RIJCOSX def2/J DEFGRID3
* xyz 1 1
O 0.83720 0.17275 -2.55483
N -0.33315 1.02156 -0.15458
C 0.04902 -0.02885 0.77176
C -1.08260 -0.53439 1.54691
C 1.29592 -0.49368 0.67411
H -1.51435 -1.37318 0.85823
H -0.69369 1.90717 0.34380
H 0.97571 -0.65989 -1.97220
H 1.83962 -1.30997 1.14588
H 2.01283 0.21563 0.02061
H 0.27268 1.24235 -1.03628
H -0.78251 -1.18058 2.40205
H -1.73791 0.30055 1.80961
H 0.14060 -0.02774 -3.08167
H -1.27937 0.74826 -0.77339
*
```

Atom charges from the Mulliken analysis, given in e for atoms 1 to 6: -0.68, -0.43, 0.82, -1.22, -1.08, 0.31



An isolated ion of composition C3H10NO and charge +1 at a distorted geometry, computed with the ωB97M-V functional and the def2-TZVPD basis.

Results
Energy in Ha: -250.03123
SMILES: C[C@H](O)C[NH3+]
Max |F| in Eh/bohr: 0.036
HOMO in Ha: -0.5632
Molar mass in g mol⁻¹: 76.1
HOMO-LUMO gap in hartree: 0.4305

The geometry in ORCA input format:
```
! wB97M-V def2-TZVPD RIJCOSX def2/J DEFGRID3
* xyz 1 1
O 0.75529 0.77908 -1.11456
N 1.35101 -1.28045 0.41610
C -0.06470 0.64008 -0.00837
C -0.10947 -0.82964 0.42928
C -1.47004 1.22172 -0.13436
H -1.54080 1.86273 -1.01052
H 0.40080 0.83520 -2.00716
H -2.17518 0.42878 -0.40407
H 1.96024 -0.51550 0.73111
H -1.83592 1.68153 0.77374
H 1.72912 -2.07726 0.93366
H 0.36657 1.09310 0.86750
H -0.53384 -1.46208 -0.34270
H -0.49888 -1.00943 1.42510
H 1.66581 -1.36785 -0.55478
*
```

Atom charges from the Mulliken analysis, given in e for atoms 1 to 6: -0.54, -0.36, 0.39, -0.67, -1.30, 0.36



A 2-piece molecular cluster, C3H10NO2 overall at a distorted geometry, computed with the ωB97M-V functional and the def2-TZVPD basis.

Results
Energy in Ha: -325.53496
Max |F| in Eh/bohr: 0.036
HOMO in Ha: -0.1215
Molar mass in g mol⁻¹: 92.1
HOMO-LUMO gap in hartree: 0.2747

The geometry in ORCA input format:
```
! wB97M-V def2-TZVPD RIJCOSX def2/J DEFGRID3
* xyz -1 1
O 1.44815 1.03716 -0.57922
O 1.84416 -0.03028 1.61869
N -0.31788 -0.61878 -0.82415
C -1.98010 -0.84330 1.01734
C 0.53283 0.56774 -1.41113
C -1.61627 -0.18780 -0.31136
H -0.24905 1.30970 -1.67904
H -1.58692 0.89176 -0.11706
H 0.21383 -1.00687 -0.04575
H 1.77459 0.40697 0.70628
H 0.88882 0.07724 -2.34582
H -2.41295 -0.39605 -1.03189
H -2.30936 -1.88205 0.98058
H -1.11971 -0.77993 1.69653
H -2.72521 -0.29591 1.61089
H 1.62078 0.58456 2.33273
*
```

Atom charges from the Mulliken analysis, given in e for atoms 1 to 6: -0.85, -0.75, -0.55, -1.20, -0.30, -0.16



C3H10NO2 as an isolated structure at a distorted geometry, computed with the ωB97M-V functional and the def2-TZVPD basis.

Results
Energy in Ha: -325.29707
Max |F| in Eh/bohr: 0.127
HOMO (alpha / beta) in Ha: 0.1552 / -0.0392
Molar mass in g mol⁻¹: 92.1
HOMO-LUMO gap (alpha / beta) in hartree: 0.0990 / 0.2900

The geometry in ORCA input format:
```
! wB97M-V def2-TZVPD RIJCOSX def2/J DEFGRID3
* xyz -2 2
O 0.06337 1.08245 0.58673
O -0.78191 1.95093 2.62152
N 0.42400 -1.04536 -2.60053
C 0.97860 -0.66073 -1.24541
C 0.18512 -1.28052 -0.08480
C -0.72752 -0.06066 0.30365
H 1.26751 0.27565 -0.73693
H -1.53958 0.12258 -0.65381
H -0.43576 -1.99973 -0.25539
H 0.85908 -1.58354 0.68688
H -0.58457 1.81113 3.53526
H -0.60256 -1.14069 -2.50982
H 1.97477 -1.44397 -1.34810
H -0.34509 1.47442 1.57646
H 0.82006 -2.02467 -2.73495
H -1.25077 -0.42926 1.13741
*
```

Atom charges from the Mulliken analysis, given in e for atoms 1 to 6: -0.37, -0.94, -1.61, -2.57, -2.17, -0.35



An isolated ion of composition C3H10NO2 and charge +1 at a distorted geometry, computed with the ωB97M-V functional and the def2-TZVPD basis.

Results
Energy in Ha: -325.28432
SMILES: [NH3+]C(CO)CO
Max |F| in Eh/bohr: 0.023
HOMO in Ha: -0.5599
Molar mass in g mol⁻¹: 92.1
HOMO-LUMO gap in hartree: 0.4414

The geometry in ORCA input format:
```
! wB97M-V def2-TZVPD RIJCOSX def2/J DEFGRID3
* xyz 1 1
O -0.17886 -2.28011 0.26132
O -0.25461 2.27006 0.14749
N -1.22438 0.00636 0.64884
C 0.63927 1.30633 -0.36175
C 0.73054 -1.25429 -0.08516
C -0.09586 -0.02753 -0.41678
H -0.61509 -0.26234 -1.32894
H 0.21552 -3.13205 0.03349
H 1.43912 -1.08005 0.73619
H -0.19398 3.12008 -0.30195
H 1.03827 1.58634 -1.33707
H -1.48864 -0.97136 0.83563
H 1.48610 1.17006 0.32570
H -0.85516 0.52291 1.44364
H 1.36479 -1.54214 -0.92659
H -2.00702 0.56774 0.32595
*
```

Atom charges from the Mulliken analysis, given in e for atoms 1 to 6: -0.58, -0.55, -0.33, -0.54, -0.69, 0.10



A 2-piece molecular cluster, C3H10NO2 overall at a distorted geometry, computed with the ωB97M-V functional and the def2-TZVPD basis.

Results
Energy in Ha: -325.29405
Max |F| in Eh/bohr: 0.023
HOMO in Ha: -0.5688
Molar mass in g mol⁻¹: 92.1
HOMO-LUMO gap in hartree: 0.4598

The geometry in ORCA input format:
```
! wB97M-V def2-TZVPD RIJCOSX def2/J DEFGRID3
* xyz 1 1
O 1.00496 0.94374 -0.30106
O 2.20683 -0.61344 -1.30726
N -0.87371 -0.21658 1.15543
C -1.47145 -1.26606 0.26617
C 1.27979 0.31663 -1.29546
C -1.66493 1.02852 1.27843
H -0.67079 -1.87031 -0.15078
H -1.86696 1.48754 0.31996
H -2.10841 -0.83141 -0.49876
H -0.80339 -0.64713 2.07158
H 0.75934 0.50769 -2.24749
H 0.05174 0.09902 0.77262
H -2.56893 0.89050 1.82237
H 2.43390 -0.88167 -2.21105
H -1.11803 1.67632 1.95023
H -2.13814 -1.85639 0.89410
*
```

Atom charges from the Mulliken analysis, given in e for atoms 1 to 6: -0.60, -0.38, -0.05, -0.93, 0.19, -0.98



A 2-piece molecular cluster, C3H10NO2 overall at a distorted geometry, computed with the ωB97M-V functional and the def2-TZVPD basis.

Results
Energy in Ha: -325.08424
Max |F| in Eh/bohr: 0.109
HOMO in Ha: -0.5154
Molar mass in g mol⁻¹: 92.1
HOMO-LUMO gap in hartree: 0.3195

The geometry in ORCA input format:
```
! wB97M-V def2-TZVPD RIJCOSX def2/J DEFGRID3
* xyz 1 1
O -0.84483 -1.68524 -1.53513
O -1.72582 -2.81161 -1.26150
N 0.09409 0.81983 0.02733
C -1.22380 1.24793 0.18022
C 0.55799 0.26351 1.34208
C 0.77203 0.69307 -1.06840
H -1.24293 1.93998 1.11730
H -2.50134 -2.84652 -1.87699
H 0.53732 -0.81925 1.41106
H 0.30537 -1.99197 -1.59911
H 0.13661 0.78831 2.22184
H -1.55916 1.99804 -0.65789
H -1.97421 0.46589 0.37412
H 1.71861 0.42876 1.27251
H 1.81944 0.44664 -0.90278
H 0.37430 0.96846 -1.99493
*
```

Atom charges from the Mulliken analysis, given in e for atoms 1 to 6: -0.37, -0.35, 0.23, -0.91, -0.84, -0.14



A 3-piece molecular cluster, C3H10NO2 overall at a distorted geometry, computed with the ωB97M-V functional and the def2-TZVPD basis.

Results
Energy in Ha: -325.19077
Max |F| in Eh/bohr: 0.089
HOMO in Ha: -0.5358
Molar mass in g mol⁻¹: 92.1
HOMO-LUMO gap in hartree: 0.3231

The geometry in ORCA input format:
```
! wB97M-V def2-TZVPD RIJCOSX def2/J DEFGRID3
* xyz 1 1
O -1.53423 1.13510 -2.36460
O 1.34117 1.91233 -0.71734
N -0.72599 -1.58981 0.90629
C 1.24562 -0.21880 1.67079
C -0.65359 -1.15774 -0.34238
C 0.31170 -1.18845 1.89865
H -0.63612 -0.10130 -0.80030
H -0.95911 -2.60778 1.09881
H -2.19305 1.72411 -2.53470
H 1.75530 0.01674 2.54409
H 1.29366 0.36066 0.80426
H 0.26123 -1.79109 2.78860
H -0.90307 -1.94738 -1.10540
H 1.42367 2.72488 -1.29956
H -0.68664 1.53358 -2.60403
H 1.84815 2.22671 0.05730
*
```

Atom charges from the Mulliken analysis, given in e for atoms 1 to 6: -0.63, -0.63, -0.05, -0.40, -0.11, -0.07